41
Properties=species:S:1:pos:R:3:forces:R:3 method="wB97M-V/def2-TZVPD" homo_energy_ev=-8.818 total_energy_ha=-898.947525 max_force_ev_per_a=2.29 gap_ev=9.4 relative_energy_kcal_mol=23.4
C 1.14394 -3.73124 2.34032 0.23 -0.20 0.10
C 1.22874 -3.48735 0.82642 -0.64 0.20 0.50
C 0.61936 -4.70466 0.11114 -0.37 0.63 1.03
C 2.69623 -3.27314 0.37262 -1.29 0.11 0.57
C 3.31704 -2.04447 0.99661 1.25 -0.93 -0.48
O 4.50340 -2.06352 1.28202 -0.47 0.45 0.26
C 2.47332 -0.86203 1.04662 -1.66 -0.21 -0.40
C 2.95385 0.41828 1.17786 1.54 0.83 0.15
N 2.23220 1.50637 1.02302 2.15 -0.33 0.70
C 0.96161 1.33173 0.75667 -0.65 -0.09 -0.48
N 0.34811 2.51523 0.54690 -0.43 0.98 -0.47
C -0.88592 2.62540 -0.20152 -0.08 0.06 0.28
C -1.28831 4.08278 -0.43750 -0.50 -0.70 -0.52
C -1.76458 4.84016 0.77530 0.26 0.68 0.46
C -1.41184 6.29112 0.39239 -0.96 0.31 0.37
C -0.34311 6.17931 -0.66225 0.57 0.74 -0.10
O -0.21092 4.82853 -1.02930 -0.25 -1.05 0.39
N 0.34168 0.16193 0.62454 -0.27 -0.20 0.01
C 1.09388 -0.93475 0.74500 0.30 0.65 0.39
C 0.36571 -2.21442 0.57491 0.79 -0.98 -0.74
H 0.17252 -4.14630 2.65974 0.38 0.05 -0.31
H 1.95304 -4.37119 2.66752 0.06 -0.54 0.11
H 1.28848 -2.82338 2.90411 0.00 0.57 0.16
H -0.46109 -4.74052 0.30193 0.14 0.07 -0.14
H 1.01967 -5.63210 0.50693 0.30 -0.15 -0.11
H 0.79588 -4.61521 -0.93486 0.05 -0.20 -0.97
H 2.72889 -3.14849 -0.70517 -0.04 0.15 -0.34
H 3.27672 -4.15290 0.60108 0.36 -0.19 0.20
H 4.02947 0.57016 1.35795 -0.49 -0.12 0.01
H 1.05962 3.18220 0.23780 -0.49 0.00 0.42
H -1.67683 2.06763 0.31180 0.00 0.33 0.03
H -0.76152 2.13381 -1.14461 0.01 -0.30 -0.87
H -2.13870 4.06130 -1.14418 0.30 -0.06 -0.06
H -2.84257 4.73973 0.91085 0.12 -0.17 0.07
H -1.26114 4.51270 1.69396 -0.01 0.09 -0.23
H -2.28544 6.80094 -0.04060 0.12 -0.21 0.26
H -1.06833 6.90201 1.22536 -0.11 -0.11 0.12
H -0.61593 6.78816 -1.53232 0.26 -0.11 -0.02
H 0.60769 6.53130 -0.24873 0.08 -0.06 -0.35
H -0.02136 -2.24302 -0.44439 -0.16 0.13 -0.11
H -0.47721 -2.18584 1.25029 -0.39 -0.13 0.10



46
Properties=species:S:1:pos:R:3:forces:R:3 method="wB97M-V/def2-TZVPD" homo_energy_ev=-8.903 total_energy_ha=-1597.437239 max_force_ev_per_a=8.88 gap_ev=7.7
O -2.93259 0.84311 -0.99184 7.47 3.07 3.59
C -1.85047 1.35857 -0.37250 -3.26 -1.35 0.04
C -1.63818 1.56270 1.24666 1.07 1.29 2.81
C -2.31379 0.83255 2.54853 2.86 3.19 0.15
C -1.76480 1.31335 4.03690 1.63 1.40 -3.07
C -0.57090 2.47228 4.18990 -1.12 -0.80 -3.79
C 0.07447 3.21799 2.85422 -3.38 -3.16 -0.90
C -0.48855 2.72460 1.39464 -1.57 -1.33 2.57
C -0.12904 3.16312 -0.14361 1.43 3.15 -0.55
O 0.36650 4.28783 -0.66504 -3.04 -7.61 3.40
N -0.56964 1.94432 -0.91998 -1.16 0.14 -0.35
C 0.48481 1.00537 -1.45222 1.54 0.13 -1.10
C 0.75718 -0.33536 -0.55295 -0.72 0.46 0.48
S 2.63104 -0.49289 -0.21290 0.23 0.91 1.42
C 3.14479 0.69019 1.15945 1.39 6.16 4.44
N 3.29841 2.20094 1.18236 -0.06 -4.22 1.06
N 3.74346 2.70844 2.40331 0.00 -5.65 1.82
C 3.95273 1.57216 3.37932 -2.34 1.46 -7.48
O 3.56481 0.37681 2.56292 0.15 1.27 0.34
H -3.15098 0.00246 2.39916 2.08 1.93 0.49
H -2.20420 0.78513 5.01349 1.15 1.38 -2.47
H -0.15199 2.79902 5.24590 -1.11 -0.89 -2.44
H 0.89544 4.05105 2.88184 -1.76 -1.89 0.12
H 0.30274 0.68259 -2.58743 0.03 0.67 2.65
H 1.51435 1.60752 -1.48035 -2.42 -1.11 0.15
H 0.40344 -1.28186 -1.16203 1.17 1.75 1.38
H 0.25299 -0.34573 0.50235 0.69 0.20 -2.14
H 4.33080 1.61977 4.48597 -0.88 -0.65 -2.62
C -0.52675 -0.92894 -5.21961 -0.23 0.09 -0.19
O 0.71938 -0.64575 -4.61028 0.57 0.42 0.15
H -0.83071 -1.94364 -4.95185 0.14 0.17 0.01
H -1.27753 -0.21986 -4.86242 -0.16 -0.13 -0.11
H -0.42774 -0.85513 -6.30533 -0.22 -0.09 0.00
H 0.96313 0.26020 -4.86569 0.01 -0.51 0.16
C 2.47869 -3.46278 -2.85063 0.00 0.21 -0.17
O 2.92727 -2.13489 -3.05019 -0.08 0.30 -0.11
H 3.10881 -3.94117 -2.09712 -0.06 0.14 -0.11
H 1.44325 -3.44997 -2.50171 -0.08 -0.29 0.04
H 2.55139 -4.01791 -3.78902 -0.09 -0.25 0.11
H 2.34984 -1.73622 -3.72326 0.15 -0.03 0.26
C -4.36002 -3.31417 2.20908 -0.09 -0.08 -0.14
O -3.72853 -2.09418 1.86678 0.15 0.34 -0.47
H -4.31740 -3.44438 3.29301 0.04 0.10 -0.19
H -5.40427 -3.28750 1.88832 -0.04 -0.23 0.12
H -3.83974 -4.14360 1.72392 -0.14 -0.17 0.13
H -3.78186 -2.00613 0.89993 0.08 0.10 0.51



45
Properties=species:S:1:pos:R:3:forces:R:3 method="wB97M-V/def2-TZVPD" homo_energy_ev=-6.719 total_energy_ha=-1161.869505 max_force_ev_per_a=5.08 gap_ev=6.7
Pt -2.39916 -0.08130 -0.36251 -0.33 1.18 -4.71
N -2.41006 -0.09650 1.68269 -0.96 -0.08 0.98
C -2.91086 -1.43600 1.98359 -0.54 -0.61 0.57
C -4.06796 -1.77180 1.03699 -0.25 -0.46 0.66
N -3.58986 -1.74420 -0.34381 -0.57 -2.39 0.52
H -1.49676 0.03400 2.10069 -0.06 0.43 0.15
H -3.12156 0.58340 2.01169 1.04 -0.16 -0.13
H -3.24546 -1.48150 3.02519 -0.10 -0.26 -0.03
H -2.10076 -2.16430 1.86269 -0.07 0.15 -0.07
H -4.87786 -1.04320 1.15749 0.19 -0.02 -0.10
H -4.47476 -2.76170 1.26879 -0.02 0.07 0.32
H -4.37516 -1.69600 -0.98151 0.26 -0.34 -0.21
H -2.98916 -2.57890 -0.48231 -1.00 0.66 -0.42
C 3.79274 -0.40720 -2.10481 -0.05 -0.12 -0.26
N 2.83614 0.50530 -1.45501 -0.07 0.07 0.90
N 1.93854 -0.14530 -0.55311 -0.66 -0.26 -0.23
C 0.62484 0.21320 -0.87851 -0.30 1.73 -1.96
O -0.44086 -0.08130 -0.36251 4.48 -1.04 1.65
C 0.71704 1.16460 -2.00651 0.80 -1.21 1.06
C 2.02234 1.29350 -2.27821 -0.24 0.29 -0.74
C 2.59404 2.15890 -3.35051 0.43 -0.01 -0.05
C 2.36954 -0.65370 0.69899 0.44 -0.02 0.42
C 3.66204 -0.39950 1.18319 0.14 0.11 0.10
C 4.08394 -0.90480 2.41749 -0.48 -0.04 -0.33
C 3.21734 -1.67270 3.18899 0.01 -0.03 0.10
C 1.92844 -1.92790 2.73029 0.26 0.41 -0.43
C 1.50774 -1.41860 1.49699 -0.27 -0.35 0.12
H 4.33844 -1.01810 -1.38061 -0.27 0.28 0.09
H 4.53804 0.16620 -2.66621 -0.29 0.07 0.18
H 3.27754 -1.08310 -2.79721 0.00 0.02 0.04
H -0.13276 1.63430 -2.46431 -0.06 0.12 0.05
H 1.82134 2.77410 -3.82371 0.06 -0.28 0.24
H 3.06214 1.55240 -4.13201 0.04 0.10 0.05
H 3.34864 2.83370 -2.93391 -0.01 -0.12 -0.09
H 4.34924 0.22830 0.62309 -0.20 -0.09 -0.03
H 5.08624 -0.68820 2.77749 -0.17 -0.01 -0.12
H 3.54154 -2.06460 4.14929 -0.04 0.06 -0.15
H 1.24364 -2.52300 3.32909 0.09 0.10 -0.14
H 0.49804 -1.64980 1.16719 0.25 0.14 -0.13
N -4.02746 5.91070 -0.77751 -0.23 0.20 0.02
C -4.49026 4.86690 -0.58881 -0.13 -3.08 0.38
N -5.04476 3.61710 -0.36291 2.16 -1.20 -0.21
C -4.23906 2.48970 -0.36271 -1.87 4.72 -0.27
N -3.56596 1.54830 -0.36251 -1.34 1.36 0.23
H -2.39916 -0.08130 -2.08031 -0.07 -0.08 2.01



55
Properties=species:S:1:pos:R:3:forces:R:3 method="wB97M-V/def2-TZVPD" homo_energy_ev="-16.453 / -16.456" s2=0.754 total_energy_ha=-5850.154251 spin_multiplicity=2 max_force_ev_per_a=0.80 gap_ev="7.1 / 5.2" relative_energy_kcal_mol=15.7 charge=+3
Ta -0.47754 0.36255 -0.21211 0.04 0.04 -0.80
N -4.11143 -2.17197 -0.03984 -0.04 0.00 -0.02
C -2.96550 -1.98531 0.94393 0.10 -0.03 0.09
C -3.12705 -2.88542 2.15832 -0.02 -0.02 -0.02
P -2.88439 -0.15991 1.26316 -0.29 0.24 -0.20
O -3.88638 0.07828 2.43654 0.14 -0.18 0.13
O -3.15694 0.54571 -0.01744 -0.13 -0.11 0.07
O -1.40307 0.05550 1.63810 0.20 0.15 -0.15
P -1.40590 -2.27380 -0.02771 -0.11 0.01 0.03
O -1.62704 -3.74995 -0.49629 0.07 0.00 0.09
O -0.12916 -1.90458 0.66337 0.04 0.06 0.09
O -1.57358 -1.23253 -1.13962 -0.08 0.04 0.08
H -4.13486 -1.36333 -0.68289 0.01 -0.02 -0.01
H -5.01090 -2.22523 0.44936 0.00 0.04 0.00
H -4.01314 -3.03168 -0.59056 -0.02 -0.02 0.04
H -4.00129 -2.60627 2.74695 -0.01 0.00 -0.01
H -2.24664 -2.78964 2.79366 -0.01 0.01 0.02
H -3.21190 -3.93249 1.86403 0.01 0.00 0.00
H -4.24339 0.97455 2.54388 -0.02 0.00 -0.01
H -0.86762 -4.32174 -0.68711 0.00 0.01 -0.05
C 1.60410 -2.15638 -3.46226 0.01 0.00 0.00
C 2.94401 -1.82885 -3.32759 -0.01 0.00 0.03
C 3.30423 -0.93825 -2.33463 -0.02 0.00 0.00
C 2.33268 -0.40471 -1.49996 0.03 -0.09 0.12
N 1.03223 -0.73539 -1.61997 0.06 0.06 0.00
C 0.69015 -1.59022 -2.60100 -0.05 0.10 -0.13
C 2.60916 0.56023 -0.43091 -0.06 -0.01 -0.07
C 3.90136 0.96223 -0.12213 0.00 0.00 0.03
C 4.12125 1.89674 0.87657 -0.01 -0.01 0.00
C 3.04055 2.43040 1.56603 0.02 -0.03 0.01
C 1.75185 2.03599 1.24782 -0.06 -0.08 0.12
C 1.48061 1.08586 0.23622 0.28 -0.13 0.44
H 1.25882 -2.82482 -4.23771 0.00 0.00 0.00
H 3.68962 -2.24715 -3.99016 0.00 0.00 0.00
H 4.33677 -0.64904 -2.21716 0.00 0.00 -0.01
H -0.35903 -1.79520 -2.72831 0.00 0.01 0.00
H 4.75064 0.55519 -0.65123 0.00 0.01 -0.01
H 5.12971 2.21238 1.10874 0.00 0.01 -0.01
H 3.19873 3.16928 2.34076 0.00 0.01 0.00
H 0.94869 2.47948 1.81602 -0.01 0.00 -0.02
Cl -1.10222 2.66621 0.47210 -0.03 -0.01 -0.17
Ge -0.11449 3.87973 -1.60293 0.02 0.01 0.06
Cl -1.94343 4.79316 -2.12939 -0.06 0.01 -0.03
Cl -0.80583 1.39853 -2.34813 -0.12 -0.05 0.13
C 0.96442 -1.24959 7.50133 0.00 -0.01 0.01
N 0.90630 -0.66885 6.15862 0.00 0.00 -0.03
C 1.85994 -0.79139 5.26265 0.14 0.07 0.07
N 2.99124 -1.41737 5.53226 0.02 0.03 0.02
S 1.62542 -0.10466 3.66749 -0.05 -0.11 0.09
H 0.01365 -1.07637 7.99409 0.00 0.00 0.00
H 1.75224 -0.77266 8.08670 0.00 0.00 0.00
H 1.13877 -2.32412 7.43809 0.00 0.00 0.00
H 0.12531 -0.07933 5.91230 0.01 0.01 0.02
H 3.22629 -1.73035 6.46439 0.00 0.01 0.00
H 3.68919 -1.52878 4.81329 -0.02 -0.04 -0.01



Repeat the first record exactly.
41
Properties=species:S:1:pos:R:3:forces:R:3 method="wB97M-V/def2-TZVPD" homo_energy_ev=-8.818 total_energy_ha=-898.947525 max_force_ev_per_a=2.29 gap_ev=9.4 relative_energy_kcal_mol=23.4
C 1.14394 -3.73124 2.34032 0.23 -0.20 0.10
C 1.22874 -3.48735 0.82642 -0.64 0.20 0.50
C 0.61936 -4.70466 0.11114 -0.37 0.63 1.03
C 2.69623 -3.27314 0.37262 -1.29 0.11 0.57
C 3.31704 -2.04447 0.99661 1.25 -0.93 -0.48
O 4.50340 -2.06352 1.28202 -0.47 0.45 0.26
C 2.47332 -0.86203 1.04662 -1.66 -0.21 -0.40
C 2.95385 0.41828 1.17786 1.54 0.83 0.15
N 2.23220 1.50637 1.02302 2.15 -0.33 0.70
C 0.96161 1.33173 0.75667 -0.65 -0.09 -0.48
N 0.34811 2.51523 0.54690 -0.43 0.98 -0.47
C -0.88592 2.62540 -0.20152 -0.08 0.06 0.28
C -1.28831 4.08278 -0.43750 -0.50 -0.70 -0.52
C -1.76458 4.84016 0.77530 0.26 0.68 0.46
C -1.41184 6.29112 0.39239 -0.96 0.31 0.37
C -0.34311 6.17931 -0.66225 0.57 0.74 -0.10
O -0.21092 4.82853 -1.02930 -0.25 -1.05 0.39
N 0.34168 0.16193 0.62454 -0.27 -0.20 0.01
C 1.09388 -0.93475 0.74500 0.30 0.65 0.39
C 0.36571 -2.21442 0.57491 0.79 -0.98 -0.74
H 0.17252 -4.14630 2.65974 0.38 0.05 -0.31
H 1.95304 -4.37119 2.66752 0.06 -0.54 0.11
H 1.28848 -2.82338 2.90411 0.00 0.57 0.16
H -0.46109 -4.74052 0.30193 0.14 0.07 -0.14
H 1.01967 -5.63210 0.50693 0.30 -0.15 -0.11
H 0.79588 -4.61521 -0.93486 0.05 -0.20 -0.97
H 2.72889 -3.14849 -0.70517 -0.04 0.15 -0.34
H 3.27672 -4.15290 0.60108 0.36 -0.19 0.20
H 4.02947 0.57016 1.35795 -0.49 -0.12 0.01
H 1.05962 3.18220 0.23780 -0.49 0.00 0.42
H -1.67683 2.06763 0.31180 0.00 0.33 0.03
H -0.76152 2.13381 -1.14461 0.01 -0.30 -0.87
H -2.13870 4.06130 -1.14418 0.30 -0.06 -0.06
H -2.84257 4.73973 0.91085 0.12 -0.17 0.07
H -1.26114 4.51270 1.69396 -0.01 0.09 -0.23
H -2.28544 6.80094 -0.04060 0.12 -0.21 0.26
H -1.06833 6.90201 1.22536 -0.11 -0.11 0.12
H -0.61593 6.78816 -1.53232 0.26 -0.11 -0.02
H 0.60769 6.53130 -0.24873 0.08 -0.06 -0.35
H -0.02136 -2.24302 -0.44439 -0.16 0.13 -0.11
H -0.47721 -2.18584 1.25029 -0.39 -0.13 0.10



Repeat the third record exactly.
45
Properties=species:S:1:pos:R:3:forces:R:3 method="wB97M-V/def2-TZVPD" homo_energy_ev=-6.719 total_energy_ha=-1161.869505 max_force_ev_per_a=5.08 gap_ev=6.7
Pt -2.39916 -0.08130 -0.36251 -0.33 1.18 -4.71
N -2.41006 -0.09650 1.68269 -0.96 -0.08 0.98
C -2.91086 -1.43600 1.98359 -0.54 -0.61 0.57
C -4.06796 -1.77180 1.03699 -0.25 -0.46 0.66
N -3.58986 -1.74420 -0.34381 -0.57 -2.39 0.52
H -1.49676 0.03400 2.10069 -0.06 0.43 0.15
H -3.12156 0.58340 2.01169 1.04 -0.16 -0.13
H -3.24546 -1.48150 3.02519 -0.10 -0.26 -0.03
H -2.10076 -2.16430 1.86269 -0.07 0.15 -0.07
H -4.87786 -1.04320 1.15749 0.19 -0.02 -0.10
H -4.47476 -2.76170 1.26879 -0.02 0.07 0.32
H -4.37516 -1.69600 -0.98151 0.26 -0.34 -0.21
H -2.98916 -2.57890 -0.48231 -1.00 0.66 -0.42
C 3.79274 -0.40720 -2.10481 -0.05 -0.12 -0.26
N 2.83614 0.50530 -1.45501 -0.07 0.07 0.90
N 1.93854 -0.14530 -0.55311 -0.66 -0.26 -0.23
C 0.62484 0.21320 -0.87851 -0.30 1.73 -1.96
O -0.44086 -0.08130 -0.36251 4.48 -1.04 1.65
C 0.71704 1.16460 -2.00651 0.80 -1.21 1.06
C 2.02234 1.29350 -2.27821 -0.24 0.29 -0.74
C 2.59404 2.15890 -3.35051 0.43 -0.01 -0.05
C 2.36954 -0.65370 0.69899 0.44 -0.02 0.42
C 3.66204 -0.39950 1.18319 0.14 0.11 0.10
C 4.08394 -0.90480 2.41749 -0.48 -0.04 -0.33
C 3.21734 -1.67270 3.18899 0.01 -0.03 0.10
C 1.92844 -1.92790 2.73029 0.26 0.41 -0.43
C 1.50774 -1.41860 1.49699 -0.27 -0.35 0.12
H 4.33844 -1.01810 -1.38061 -0.27 0.28 0.09
H 4.53804 0.16620 -2.66621 -0.29 0.07 0.18
H 3.27754 -1.08310 -2.79721 0.00 0.02 0.04
H -0.13276 1.63430 -2.46431 -0.06 0.12 0.05
H 1.82134 2.77410 -3.82371 0.06 -0.28 0.24
H 3.06214 1.55240 -4.13201 0.04 0.10 0.05
H 3.34864 2.83370 -2.93391 -0.01 -0.12 -0.09
H 4.34924 0.22830 0.62309 -0.20 -0.09 -0.03
H 5.08624 -0.68820 2.77749 -0.17 -0.01 -0.12
H 3.54154 -2.06460 4.14929 -0.04 0.06 -0.15
H 1.24364 -2.52300 3.32909 0.09 0.10 -0.14
H 0.49804 -1.64980 1.16719 0.25 0.14 -0.13
N -4.02746 5.91070 -0.77751 -0.23 0.20 0.02
C -4.49026 4.86690 -0.58881 -0.13 -3.08 0.38
N -5.04476 3.61710 -0.36291 2.16 -1.20 -0.21
C -4.23906 2.48970 -0.36271 -1.87 4.72 -0.27
N -3.56596 1.54830 -0.36251 -1.34 1.36 0.23
H -2.39916 -0.08130 -2.08031 -0.07 -0.08 2.01